(1)
C3H10O3S | the ωB97M-V functional and the def2-TZVPD basis

Geometry as XYZ:
```
17
Properties=species:S:1:pos:R:3:forces:R:3
C -0.569952 0.608130 0.469088 0.561 0.163 -0.084
O -0.120252 0.784483 -0.822700 0.110 0.548 -0.367
C -0.018401 -0.717674 1.124497 -0.115 1.542 -1.137
C -0.750557 -1.158386 2.376724 -0.228 -1.096 -0.138
S -0.934347 -2.993478 2.626339 0.234 -0.004 0.141
H -0.258593 1.497809 1.071694 -0.167 -0.217 0.237
H -1.674645 0.593209 0.502362 -0.188 -0.196 0.232
H 1.049082 -0.538780 1.292146 0.032 -0.122 0.223
H -0.044476 -1.332415 0.221442 -0.307 -0.828 0.558
H -1.788938 -0.823024 2.349229 0.108 0.445 0.005
H -0.257444 -0.761325 3.266098 -0.099 0.211 -0.018
H 1.988676 1.467404 -2.614934 0.398 -0.164 0.173
H 1.282462 2.290950 -1.668501 0.061 -0.377 0.833
O 2.204160 2.135706 -1.951268 -0.435 0.327 -0.784
H 0.572871 -0.448023 -3.259414 -0.060 -0.094 0.143
H -0.370687 0.011719 -2.069236 0.259 -0.540 0.303
O -0.308958 -0.616309 -2.913567 -0.165 0.403 -0.321
```
Forces are in eV/Å.

Frontier orbital gap ... 5.569 eV
ΔE to the lowest compared entry with this formula, charge and spin ... 102.1 kJ/mol
Net charge ... -2
HOMO energy ... 0.0217 hartree
Total energy ... -744.14696 Eh
Molecular weight ... 126.2 g mol⁻¹
Lowest unoccupied orbital energy ... 6.16 eV

(2)
C25H18BrClNaO2PSe3Te | the ωB97M-V functional and the def2-TZVPD basis

Geometry as XYZ:
```
53
Properties=species:S:1:pos:R:3:forces:R:3
Na -0.927272 -0.378461 -1.000446 0.692 1.451 -0.045
Cl 2.675110 0.160368 0.596580 -0.104 0.096 0.098
C 3.414115 -1.362143 0.275365 -0.126 -0.501 -0.074
C 4.780178 -1.381267 0.037063 -0.019 -0.003 0.022
C 5.406371 -2.575213 -0.278520 0.103 -0.012 -0.026
C 4.663849 -3.739636 -0.351371 0.055 -0.082 0.000
C 3.296541 -3.710504 -0.114141 -0.076 0.012 0.146
C 2.625108 -2.531359 0.216481 0.103 0.516 -0.205
P 0.743843 -2.375694 0.393843 1.119 -0.328 0.237
C 0.452983 -4.192023 0.252673 -0.436 0.089 -0.060
C 0.461786 -5.106159 1.302323 -0.057 0.064 -0.025
C 0.239964 -6.455700 1.064145 -0.013 -0.061 0.029
C -0.016496 -6.911392 -0.221198 -0.024 -0.006 -0.034
C -0.057661 -6.005286 -1.271439 0.062 -0.022 0.000
C 0.184996 -4.659855 -1.034767 -0.015 0.086 0.037
C 0.751157 -2.047313 2.210238 0.023 -0.057 0.042
C 1.690001 -2.614654 3.069937 -0.024 0.088 0.006
C 1.677064 -2.324973 4.427696 0.106 -0.047 0.035
C 0.739473 -1.444359 4.943653 -0.052 -0.012 -0.034
C -0.178592 -0.847439 4.090632 -0.005 0.013 0.113
C -0.170789 -1.146036 2.738368 -0.018 -0.001 -0.149
H 5.342446 -0.457890 0.086232 -0.056 0.020 0.000
H 6.470510 -2.589363 -0.482016 0.004 0.008 0.032
H 5.149471 -4.678701 -0.590810 -0.036 0.004 -0.027
H 2.740051 -4.636960 -0.176185 0.047 0.028 -0.023
H 0.626617 -4.764076 2.314594 0.003 0.005 0.017
H 0.255517 -7.158755 1.889560 0.000 0.033 0.012
H -0.197513 -7.964343 -0.402804 -0.014 0.011 0.014
H -0.286579 -6.347546 -2.273485 0.024 0.032 -0.005
H 0.153380 -3.947602 -1.851890 -0.069 -0.027 -0.017
H 2.454394 -3.269821 2.670729 0.000 -0.051 0.023
H 2.411908 -2.780421 5.082325 -0.001 0.000 -0.018
H 0.727759 -1.220022 6.003694 0.006 0.018 -0.004
H -0.907367 -0.149165 4.483205 0.010 0.020 -0.045
H -0.886804 -0.677455 2.077923 -0.054 -0.042 0.050
Se 0.858572 2.154568 -1.401143 0.376 -0.594 0.240
Se -0.954636 3.510550 -1.848131 -0.286 0.575 -0.098
Te -2.720657 1.824683 -2.511340 -0.153 -0.185 -0.256
Se -4.739828 2.329891 -1.174640 -0.153 -0.021 0.148
Br -7.614372 -3.137273 -1.399946 0.031 0.027 -0.004
C -5.964466 -3.736949 -0.656362 -0.118 -0.060 0.000
C -5.959824 -4.940045 0.030278 0.013 0.008 0.011
C -4.764692 -5.394986 0.571649 -0.031 -0.007 0.004
C -3.611967 -4.637727 0.447815 0.004 0.031 -0.034
C -3.640739 -3.428472 -0.238880 -0.022 -0.072 -0.046
C -4.822708 -2.972831 -0.812078 0.095 -0.004 -0.061
C -2.382358 -2.590986 -0.298640 0.077 -0.086 0.582
O -1.742084 -2.543924 0.787948 -0.190 0.017 -0.168
O -2.075723 -2.015558 -1.358012 -0.777 -0.976 -0.445
H -6.876050 -5.502235 0.149116 0.001 -0.013 -0.041
H -4.746207 -6.336611 1.107652 0.009 -0.006 -0.010
H -2.675347 -4.964316 0.882384 -0.005 0.025 0.043
H -4.829331 -2.032560 -1.349658 -0.028 0.000 0.014
```
Forces are in eV/Å.

Frontier orbital gap ... 3.939 eV
ΔE to the lowest compared entry with this formula, charge and spin ... 88.8 kJ/mol
Net charge ... -2
HOMO energy ... -0.0093 hartree
Total energy ... -12124.31894 Eh
Molecular weight ... 884.2 g mol⁻¹
Lowest unoccupied orbital energy ... 3.69 eV

(3)
C7H14N2 | the ωB97M-V functional and the def2-TZVPD basis

Geometry as XYZ:
```
23
Properties=species:S:1:pos:R:3:forces:R:3
C -1.111011 2.753092 0.774533 -0.181 -0.485 -0.042
C -0.795961 1.707501 1.541857 1.498 0.691 0.329
N 0.425882 1.000034 1.472282 -0.817 0.695 0.339
C 0.855174 0.127937 0.671824 -0.983 -1.053 -0.720
N 2.162313 -0.249335 0.784358 0.293 -0.075 -0.287
C 0.050475 -0.665950 -0.433286 0.739 0.447 0.414
C 0.732104 -0.388950 -1.778562 -0.085 -0.115 0.084
C -1.398009 -0.224604 -0.475241 -0.443 0.480 1.352
C 0.087568 -2.166143 -0.106189 0.026 0.202 0.057
H -0.610619 2.933202 -0.163477 0.280 0.123 -0.038
H -1.916615 3.415684 1.032297 -0.278 0.001 0.085
H -1.274913 1.576956 2.506625 -0.266 -0.125 -0.080
H 2.482826 -1.112911 0.389018 -0.001 0.052 0.036
H 2.682086 0.142099 1.545556 0.074 0.039 0.151
H 0.159161 -0.845321 -2.584955 -0.030 -0.055 -0.071
H 0.785328 0.682475 -1.961193 0.017 0.082 -0.043
H 1.743329 -0.789441 -1.804311 0.079 -0.021 -0.070
H -2.037438 -0.980249 -0.929275 0.040 -0.008 -0.102
H -1.749694 -0.010855 0.572027 0.059 -0.663 -1.074
H -1.524310 0.735425 -0.966207 -0.019 -0.040 -0.293
H -0.525468 -2.375165 0.769277 -0.001 -0.043 0.080
H 1.091479 -2.535403 0.088407 0.075 -0.081 -0.015
H -0.313687 -2.730074 -0.945363 -0.075 -0.050 -0.092
```
Forces are in eV/Å.

Frontier orbital gap ... 8.893 eV
SMILES string ... C=C/N=C(/N)C(C)(C)C
ΔE to the lowest compared entry with this formula, charge and spin ... 86.4 kJ/mol
HOMO energy ... -0.2964 hartree
Total energy ... -384.59900 Eh
Molecular weight ... 126.2 g mol⁻¹
Lowest unoccupied orbital energy ... 0.83 eV

(4)
C5H11NO | the ωB97M-V functional and the def2-TZVPD basis

Geometry as XYZ:
```
18
Properties=species:S:1:pos:R:3:forces:R:3
C 1.116914 -0.793664 -1.200009 0.686 1.871 3.207
C -0.699811 0.056653 0.499979 -0.214 -0.180 -0.650
C 2.546470 -0.403810 0.058265 1.131 -2.271 -2.652
C -1.771647 -0.677886 -0.300373 0.057 0.089 0.132
C -1.114020 1.487742 0.836622 0.077 -0.192 -0.026
N 0.620316 0.111785 -0.157304 -2.231 1.218 0.690
O 0.610126 0.503416 -1.520482 0.212 -0.585 -0.453
H 0.426116 -1.603063 -1.464798 0.551 -0.062 -0.072
H -0.500102 -0.489383 1.429518 0.027 0.031 -0.050
H 2.466777 -0.320987 1.141047 -0.881 0.030 -0.266
H 2.986420 0.465747 -0.412404 -0.094 0.040 0.049
H 3.110974 -1.298201 -0.178760 0.759 0.053 0.167
H -1.890248 -0.221084 -1.282990 -0.028 0.010 0.001
H -2.721986 -0.616163 0.229575 -0.037 -0.031 -0.034
H -1.533055 -1.733162 -0.431677 -0.004 -0.028 0.002
H -0.330333 1.993390 1.399509 0.023 -0.005 -0.016
H -1.297355 2.048610 -0.079693 -0.010 0.017 -0.028
H -2.025557 1.490061 1.433977 -0.025 -0.004 -0.002
```
Forces are in eV/Å.

Frontier orbital gap ... 9.173 eV
ΔE to the lowest compared entry with this formula, charge and spin ... 692.2 kJ/mol
HOMO energy ... -0.3013 hartree
Total energy ... -326.86769 Eh
Molecular weight ... 101.1 g mol⁻¹
Lowest unoccupied orbital energy ... 0.97 eV

(5)
C6H22O6 | the ωB97M-V functional and the def2-TZVPD basis

Geometry as XYZ:
```
34
Properties=species:S:1:pos:R:3:forces:R:3
C -0.690802 1.409676 2.284031 1.032 0.121 0.368
C -0.262922 0.347020 1.606750 0.100 -0.416 1.184
C -0.849028 -1.006347 1.869325 -1.432 1.361 -0.738
C -0.932809 -1.500209 3.094704 0.419 -0.738 0.697
C -1.673123 -1.475832 0.701443 -0.171 0.019 -0.806
C -2.777842 -0.507366 0.254251 -1.031 0.590 1.741
H -0.092430 2.320539 2.324150 -0.392 0.098 -0.448
H -1.486991 1.340678 3.013159 -0.152 -0.079 -0.126
H 0.600102 0.394840 0.949385 -0.197 0.059 -0.219
H -0.497053 -1.028353 3.969996 0.249 0.201 -0.285
H -1.348568 -2.480236 3.332503 -0.284 0.248 -0.414
H -1.059273 -1.509325 -0.186761 0.467 -0.800 0.004
H -2.161533 -2.428109 0.893043 0.335 -0.268 -0.012
H -3.391075 -0.226591 1.130808 -0.006 -0.279 -0.171
H -3.476336 -0.912665 -0.472292 0.241 -0.338 -0.166
H -2.463539 0.460330 -0.095404 0.638 0.212 -0.443
O -1.261857 1.096853 -2.894726 -0.090 0.152 0.341
H -1.044202 1.680350 -3.627267 0.013 -0.043 -0.001
H -0.589325 1.285355 -2.216000 -0.066 -0.298 -0.486
O 2.540247 -1.637072 -3.298313 0.048 0.277 -0.161
H 2.894280 -2.331741 -2.733367 -0.122 0.040 -0.021
H 1.584534 -1.794147 -3.335728 0.000 -0.380 0.086
O 1.227988 0.477774 -1.806344 1.307 0.333 -0.077
H 1.822475 0.094330 -2.480477 -0.464 -0.396 -0.055
H 1.877418 1.079423 -1.392658 -0.678 0.082 0.366
O -0.094124 -2.083954 -2.150278 -0.198 0.930 -0.101
H 0.364390 -1.346966 -1.710629 0.411 -0.270 0.173
H -0.874340 -1.569924 -2.416449 -0.124 -0.479 -0.351
O 2.192399 2.757554 -0.429939 0.265 -0.707 -0.575
H 1.403718 3.302569 -0.396204 0.137 0.204 0.522
H 2.751444 2.833889 0.345474 -0.181 0.803 0.084
O 2.973488 0.918268 1.998127 -0.028 -0.005 0.299
H 2.253079 0.628290 2.580981 0.231 0.152 -0.282
H 2.541604 1.411102 1.294702 -0.275 -0.385 0.072
```
Forces are in eV/Å.

Frontier orbital gap ... 9.651 eV
SMILES string ... C=CC(=C)CC.O.O.O.O.O.O
ΔE to the lowest compared entry with this formula, charge and spin ... 228.3 kJ/mol
HOMO energy ... -0.3500 hartree
Total energy ... -693.18872 Eh
Molecular weight ... 190.2 g mol⁻¹
Lowest unoccupied orbital energy ... 0.13 eV

The lowest HOMO energy belongs to which entry?
C6H22O6

The highest molecular weight belongs to which entry?
C25H18BrClNaO2PSe3Te

Which formula does entry 5 have?
C6H22O6